22
Properties=species:S:1:pos:R:3:forces:R:3:mulliken_charge:R:1 method="wB97M-V/def2-TZVPD" e_homo_ha="0.00688 / -0.20197" multiplicity=2 total_charge=-1 max_force_ev_per_a=2.9 e_tot_ev=-31149.803 relative_energy_ev=1.521
O -1.533018 2.735771 0.343271 -0.211 0.502 0.056 -0.933
H 0.321896 2.111453 -2.717234 0.003 -0.199 -0.680 -0.156
H 0.062778 -0.921531 3.140654 -0.175 0.383 0.009 0.432
H -0.656101 -2.805443 1.148401 0.001 0.101 -0.291 0.332
O -0.092432 1.250907 -2.509681 -0.196 0.261 0.627 0.790
H -0.130015 0.626280 -3.260820 0.299 0.422 -0.659 -0.202
S 2.845031 -0.314165 0.756490 1.094 2.324 -1.282 -0.128
H 2.688053 -0.119789 -1.751315 0.919 0.201 -0.096 0.512
H -1.060941 0.606774 -1.365124 0.114 0.104 -0.320 0.223
O -1.278452 -0.099258 -0.731347 -0.188 -0.576 0.223 -1.060
C 0.005133 -0.936003 2.053926 0.346 0.113 -0.054 0.034
C -1.069827 -1.895757 1.581120 -1.210 -0.538 0.127 -1.204
H 1.170979 -0.123848 -1.080819 0.065 -0.298 0.701 -0.087
H -1.742312 -2.238001 2.349248 0.329 -0.368 1.292 0.342
H -1.883494 -1.501895 0.973819 0.889 0.502 -0.865 0.313
H -0.104447 0.053337 1.617840 -0.062 0.053 0.130 -0.222
H 1.980488 1.313885 -0.852334 0.672 -0.017 -0.090 0.151
S 1.639862 -1.597915 1.534962 -1.355 -2.401 0.457 -0.169
H -1.108285 2.358763 1.117051 0.056 -0.252 -0.163 0.346
C 2.177910 0.240635 -0.875079 -1.188 -0.305 0.372 -0.862
H -0.751018 -0.818024 -1.118214 -0.305 0.014 0.250 0.292
H -1.481790 2.073824 -0.354816 0.103 -0.027 0.256 0.254